No. 1
Entry from the OMol25 dataset: C8H12BNO3S as an isolated structure in a non-equilibrium geometry (ωB97M-V with the def2-TZVPD basis set).

Each line ends with the Löwdin charge.
Cartesian coordinates (Å):
B  -0.776  0.934  -0.099  -0.4401
C  0.494  1.633  -0.333  -0.0605
C  3.383  1.299  -0.053  -0.3691
C  1.461  1.417  -1.490  -0.1377
C  -3.043  1.086  -0.535  -0.0808
C  -2.442  -0.777  0.245  -0.0634
C  -1.856  0.149  -0.896  -0.1332
C  -2.739  0.651  0.869  -0.2819
C  4.875  -1.827  1.280  -0.4294
N  2.740  1.098  -1.023  0.1314
O  1.136  2.334  0.687  0.0584
O  4.204  1.494  0.733  0.1701
O  -1.438  1.161  1.148  0.0420
S  3.735  -2.371  0.064  0.6641
H  1.086  0.574  -1.963  0.0986
H  1.530  2.244  -2.160  0.1265
H  -2.741  2.246  -0.675  0.1675
H  -3.981  0.985  -0.917  0.0815
H  -3.371  -1.310  -0.078  0.1143
H  -1.747  -1.607  0.821  0.1636
H  -1.745  -0.373  -1.839  0.1220
H  -3.366  0.757  1.739  0.1447
H  0.408  2.404  1.366  0.1362
H  5.285  -0.841  1.093  -0.0271
H  5.077  -2.357  2.210  -0.0041
H  3.929  -1.581  -0.938  -0.1937

Computed properties:
HOMO level (spin up / spin down) (eV): -8.4 / -7.3
Gap between HOMO and LUMO (spin up / spin down) (eV): 8.81 / 6.42
E_tot (Eh): -1015.4050
LUMO level (spin up / spin down) (eV): 0.46 / -0.84


No. 2
Entry from the OMol25 dataset: a 12-piece molecular cluster, C23H29Cl33FN3O4PS3 overall in a non-equilibrium geometry (ωB97M-V with the def2-TZVPD basis set).

Each line ends with the Löwdin charge.
Cartesian coordinates (Å):
C  0.061  -2.990  1.456  -0.1707
C  -1.300  -3.593  0.770  -0.5603
S  -2.430  -2.318  -0.009  0.7776
C  -1.506  -1.308  -1.336  -0.3807
C  -1.081  0.138  -0.607  -0.0673
C  0.489  0.253  -0.184  0.1018
C  0.774  1.717  0.582  -0.1134
P  2.489  2.226  1.248  0.3652
O  2.856  3.929  1.105  -0.2462
O  3.683  1.387  0.236  -0.2919
S  2.763  1.519  3.071  0.3322
C  -0.616  2.570  0.660  -0.0895
C  -0.466  4.038  1.454  -0.1415
C  -1.786  4.081  2.480  -0.2466
C  -1.711  2.831  3.582  -0.5793
S  -0.214  2.906  4.706  0.6028
N  -1.979  2.300  0.165  0.1633
N  -2.197  1.110  -0.452  -0.0209
C  -3.625  0.829  -0.964  -0.1937
O  -4.609  0.365  -0.169  0.0127
N  -3.982  1.030  -2.436  0.1664
C  -2.774  1.554  -3.202  -0.1765
O  -2.068  0.776  -4.064  0.0193
F  -2.293  2.981  -3.102  -0.0025
H  -0.218  -2.008  2.059  0.0862
H  0.886  -2.802  0.631  0.0720
H  0.437  -3.814  2.234  0.1015
H  -1.075  -4.448  0.002  0.0280
H  -1.928  -4.098  1.650  0.0971
H  -0.547  -1.964  -1.598  0.1175
H  -2.166  -1.141  -2.295  0.0811
H  1.331  -0.553  -0.369  0.1365
H  2.422  4.337  0.294  0.0959
H  3.322  1.565  -0.701  0.0835
H  0.469  4.081  2.156  0.0816
H  -0.536  4.951  0.711  0.1355
H  -1.677  5.069  3.138  0.1331
H  -2.808  4.101  1.908  0.0282
H  -1.821  1.783  3.049  0.0740
H  -2.669  2.955  4.282  0.0192
H  0.183  1.558  4.973  -0.1074
H  -4.318  0.121  -2.859  0.0742
C  6.454  2.713  -1.330  -1.5023
Cl  7.268  3.490  0.038  0.5732
Cl  5.766  3.931  -2.418  0.5221
Cl  7.579  1.661  -2.207  0.5278
H  5.639  2.098  -0.942  -0.0188
C  -5.733  2.272  4.482  -1.5045
Cl  -5.082  3.879  4.851  0.5308
Cl  -5.016  1.638  2.991  0.5189
Cl  -5.447  1.161  5.831  0.5422
H  -6.812  2.363  4.333  0.0188
C  -5.410  6.666  1.576  -1.5425
Cl  -6.045  7.195  3.144  0.5321
Cl  -3.904  7.517  1.197  0.5283
Cl  -5.154  4.913  1.568  0.4989
H  -6.147  6.910  0.807  -0.0583
C  -2.618  -7.179  -1.411  -1.4959
Cl  -2.385  -5.727  -2.399  0.5261
Cl  -1.493  -8.455  -1.905  0.5497
Cl  -2.414  -6.800  0.308  0.5604
H  -3.638  -7.540  -1.565  0.0261
C  -9.001  4.370  -0.060  -1.5065
Cl  -8.351  5.977  0.309  0.5695
Cl  -8.284  3.736  -1.551  0.5159
Cl  -8.715  3.259  1.290  0.5169
H  -10.080  4.462  -0.208  0.0236
C  6.801  -0.353  -5.773  -1.5092
Cl  5.819  0.911  -5.013  0.4727
Cl  8.515  -0.128  -5.384  0.4981
Cl  6.253  -1.959  -5.262  0.5232
H  6.682  -0.277  -6.857  0.0259
C  8.326  4.616  -5.382  -1.5274
Cl  6.721  5.075  -5.977  0.5051
Cl  8.517  2.855  -5.400  0.4594
Cl  9.593  5.389  -6.350  0.5323
H  8.422  4.962  -4.350  0.0128
C  -0.760  -9.545  2.076  -1.5458
Cl  0.996  -9.577  2.308  0.5476
Cl  -1.408  -11.192  2.005  0.5354
Cl  -1.542  -8.623  3.371  0.5094
H  -0.972  -9.051  1.124  -0.0526
C  4.400  -10.739  3.059  -1.5555
Cl  5.050  -9.133  3.427  0.5086
Cl  5.117  -11.373  1.567  0.5175
Cl  4.686  -11.851  4.408  0.5239
H  3.321  -10.648  2.910  -0.0586
C  10.272  1.404  0.319  -1.5688
Cl  10.270  -0.288  -0.207  0.5094
Cl  10.199  1.507  2.086  0.5158
Cl  11.707  2.244  -0.294  0.5228
H  9.385  1.893  -0.091  -0.0890
C  -7.094  -1.813  -2.700  -1.5093
Cl  -6.894  -2.018  -0.951  0.5429
Cl  -7.821  -0.239  -3.063  0.5319
Cl  -5.537  -1.986  -3.528  0.5464
H  -7.766  -2.595  -3.063  0.0245

Computed properties:
HOMO level (eV): -11.0
Gap between HOMO and LUMO (eV): 5.06
E_tot (Eh): -18180.4262
LUMO level (eV): -5.90
Net charge: +1


No. 3
Entry from the OMol25 dataset: C27H28BrN5O2Pb as an isolated structure (ωB97M-V with the def2-TZVPD basis set).

Each line ends with the Löwdin charge.
Cartesian coordinates (Å):
Pb  -0.385  0.096  -1.411  1.4817
C  -4.315  0.821  0.931  -0.0346
C  -4.884  -0.448  0.890  -0.0133
C  -4.158  -1.509  0.386  0.0171
C  -2.861  -1.309  -0.080  -0.2236
N  -2.345  -0.065  -0.075  -0.0718
C  -3.047  0.965  0.421  -0.1273
C  -1.964  -2.405  -0.553  -0.2254
C  -2.407  -3.727  -0.565  -0.0205
C  -1.549  -4.757  -0.919  -0.0476
C  -0.237  -4.475  -1.272  -0.0591
C  0.196  -3.154  -1.300  -0.1330
C  -0.642  -2.104  -0.940  -0.3170
H  -4.848  1.673  1.330  0.1190
H  -5.894  -0.606  1.249  0.1273
H  -4.606  -2.491  0.350  0.1151
H  -2.565  1.939  0.387  0.1077
H  -3.429  -3.977  -0.308  0.1092
H  -1.908  -5.779  -0.921  0.1189
H  0.441  -5.276  -1.541  0.1163
H  1.217  -2.961  -1.614  0.0763
C  3.143  -0.547  -1.107  -0.0316
O  2.190  0.389  -0.573  -0.2454
C  2.696  1.555  -0.058  -0.2354
C  4.050  1.803  0.067  -0.0550
C  4.472  2.991  0.653  -0.6776
Br  6.318  3.311  0.819  0.8204
C  3.570  3.921  1.123  -0.0588
C  2.201  3.670  0.995  -0.0751
C  1.776  2.498  0.393  -0.2101
O  0.423  2.220  0.233  -0.1018
C  1.251  4.693  1.486  -0.2815
N  1.521  5.960  1.520  0.1949
C  0.408  6.565  2.099  -0.2136
C  0.168  7.914  2.365  0.0021
C  -1.033  8.244  2.957  -0.0685
C  -1.986  7.264  3.285  -0.0747
C  -1.769  5.926  3.022  -0.0275
C  -0.556  5.605  2.416  -0.1954
N  0.007  4.399  2.022  0.1448
H  3.711  -0.101  -1.923  0.1167
H  2.567  -1.388  -1.482  0.0678
H  3.821  -0.895  -0.327  0.1076
H  4.789  1.094  -0.277  0.1059
H  3.889  4.856  1.565  0.1201
H  -0.006  3.033  -0.073  0.1151
H  0.904  8.664  2.105  0.1217
H  -1.253  9.281  3.175  0.1110
H  -2.912  7.567  3.759  0.1101
H  -2.509  5.176  3.277  0.1057
H  -0.438  3.501  2.038  0.1289
N  2.373  0.992  5.037  0.2055
C  1.611  -0.139  4.374  -0.1188
C  1.167  0.290  2.976  -0.2730
N  0.517  -0.746  2.201  0.0428
H  2.702  0.738  5.968  0.1773
H  1.792  1.826  5.133  0.1741
H  3.188  1.258  4.482  0.1730
H  0.765  -0.383  5.013  0.1376
H  2.278  -0.996  4.333  0.1379
H  2.048  0.633  2.431  0.1098
H  0.489  1.142  3.065  0.1184
H  -0.342  -1.083  2.616  0.0900
H  1.124  -1.534  2.010  0.0896

Computed properties:
HOMO level (eV): -12.8
Gap between HOMO and LUMO (eV): 7.14
E_tot (Eh): -4236.2823
LUMO level (eV): -5.65
Net charge: +2